# 1
C8H8N3O4 | wB97M-V/def2-TZVPD

Calculated values
E_HOMO: -13.334 eV
Lowest unoccupied orbital energy: -4.24 eV
Total charge: +1

```
23
Properties=species:S:1:pos:R:3:forces:R:3
C 1.34572 -2.25689 2.61899 -2.2884 3.1449 2.0996
C 0.29296 -1.48228 3.26894 0.1436 -3.1814 0.1049
C 1.60551 -2.03009 1.31239 -0.6714 -0.2196 -1.4783
C -0.46940 -0.56165 2.57219 0.3372 0.1993 1.0080
C 0.72226 -1.30744 0.52685 -1.8886 0.9015 1.5557
C -0.22736 -0.53476 1.23172 0.5502 -0.8698 -2.4491
C 0.54470 -1.42807 -0.95046 1.1898 1.7142 2.2811
C 0.76795 0.73235 -2.30935 -0.5092 0.5656 -0.7882
N 0.98744 -0.12888 -1.55565 0.5918 0.8857 -1.3966
N -1.09888 0.31097 0.39946 1.3591 -1.6466 1.0504
N 0.38213 1.71686 -3.07005 -1.1590 -1.6069 2.7106
O 0.14564 -2.30647 -1.56881 -0.3734 -1.8328 -1.6881
O -1.43835 1.28194 0.97309 -1.6088 2.5515 -0.0906
O -1.32987 -0.03090 -0.74586 -0.7796 0.4097 -0.1378
O -1.66333 3.42529 -2.77271 0.1385 -0.5223 -0.0868
H 1.90304 -2.77356 3.34875 0.9253 -1.1544 -0.0277
H -0.05568 -2.01539 4.20610 0.5777 1.7594 -0.5986
H 2.33974 -2.49109 0.74582 1.6808 -1.2451 -0.4366
H -1.19194 0.14829 3.00311 0.2575 -0.8066 -0.1110
H -2.41383 3.01361 -2.34387 -0.4816 -0.1988 0.0674
H -0.46298 2.27935 -2.76845 0.3056 0.0200 -0.1542
H 0.93263 2.14526 -3.74134 1.5224 0.5372 -1.5924
H -1.61808 4.29356 -2.38087 0.1808 0.5954 0.1582
```
Forces are in eV/Å.


# 2
C29H22F12N5O3V | wB97M-V/def2-TZVPD

Calculated values
E_HOMO (alpha / beta): -9.910 / -10.019 eV
Lowest unoccupied orbital energy (alpha / beta): -3.58 / -3.47 eV
2S+1: 2
Total charge: +1
<S²>: 0.757

```
72
Properties=species:S:1:pos:R:3:forces:R:3
V -0.71271 0.43555 -0.10174 3.0341 0.6768 1.0587
C 2.65127 -4.44828 -3.62063 0.0632 0.0768 0.0858
C 1.85907 -3.62386 -2.64530 -0.0499 -0.0330 -0.0140
C 2.04069 -3.76298 -1.27277 0.0001 -0.0177 -0.0219
C 1.27133 -3.05210 -0.37694 -0.1072 0.2260 -0.0077
C 0.27944 -2.15612 -0.79762 0.2335 -0.3061 -0.2466
N -0.52425 -1.48328 0.14971 -0.2716 -0.0517 -0.3206
C -1.04455 -2.20335 1.22456 -0.2916 -0.2579 0.3879
C -1.14355 -3.60970 1.19747 0.0288 0.2568 -0.1781
C -1.52947 -4.34505 2.29658 -0.0365 0.0235 0.0535
C -1.88107 -3.72894 3.49259 0.0121 0.0850 0.0495
C -2.19832 -4.50080 4.74254 -0.0815 0.0498 -0.0232
C -1.93685 -2.34502 3.49300 -0.0989 -0.1919 -0.0295
C -1.55348 -1.58423 2.39293 0.3556 0.1010 -0.3143
C -1.74200 -0.07962 2.42440 -0.6303 -0.4252 0.6537
O -0.91620 0.56390 1.53064 -0.8531 0.4856 5.1394
C -1.49965 0.53755 3.82988 0.4231 0.3060 -0.0303
F -0.38306 0.03233 4.37129 -0.1464 0.0770 -0.0467
F -2.51070 0.34789 4.67338 0.0013 -0.0042 -0.1053
F -1.30423 1.87356 3.72916 -0.0612 -0.2440 0.0229
C -3.18442 0.25848 1.94466 -0.1943 0.2731 0.0499
F -3.50844 1.54135 2.17758 0.0484 -0.1469 -0.0790
F -3.21301 0.09573 0.58423 0.1374 -0.0170 0.1297
F -4.11722 -0.50474 2.47496 0.0585 -0.0224 -0.0827
C 0.17723 -1.93565 -2.18688 -0.1911 0.1389 0.3083
C 0.93783 -2.68330 -3.07996 0.0401 -0.0952 0.0533
C -0.72697 -0.80422 -2.66099 -0.4257 -0.7952 -0.3939
O -0.69807 0.18954 -1.68865 -0.5222 -0.8896 -6.0721
C -2.23048 -1.23209 -2.79050 -0.1839 0.0442 0.2113
F -2.46554 -1.95112 -3.87692 0.1343 -0.0648 -0.1170
F -2.61009 -1.95637 -1.73044 0.1305 0.0760 -0.0432
F -3.02605 -0.14675 -2.82036 0.1335 -0.0662 -0.0477
C -0.24925 -0.14317 -3.97772 0.1478 0.3214 0.0594
F -0.38189 -0.92372 -5.04727 0.0252 0.0861 0.0938
F 1.03683 0.20339 -3.85344 -0.1866 0.0149 -0.0811
F -0.95617 0.98058 -4.20180 0.1276 -0.1455 -0.0208
H 2.75258 -5.47025 -3.25685 0.0009 -0.0242 -0.0678
H 3.65766 -4.04245 -3.74362 -0.0097 -0.0112 -0.0308
H 2.17208 -4.46873 -4.59753 0.0196 -0.0282 -0.0162
H 2.79155 -4.44777 -0.89599 -0.0163 -0.0252 -0.0196
H 1.41788 -3.19939 0.68504 -0.0371 -0.0630 0.0297
H -0.91782 -4.12376 0.27578 0.1021 -0.0413 -0.0058
H -1.57049 -5.42495 2.21995 0.0350 -0.0029 -0.0087
H -2.13286 -5.57441 4.57697 -0.0028 -0.0022 -0.0035
H -3.20160 -4.27127 5.10547 0.0036 -0.0302 -0.0005
H -1.49630 -4.23278 5.53385 -0.0129 -0.0709 0.0262
H -2.32466 -1.86403 4.38133 0.0787 0.0403 -0.0173
H 0.82141 -2.54129 -4.14520 -0.0027 0.0146 0.0309
O 1.33650 0.53098 -0.03957 -0.7810 0.5284 -0.0283
N 1.84004 0.87452 1.14659 0.2776 0.0628 0.4192
C 1.97599 2.17186 1.47186 -0.0701 0.0609 -0.1496
C 2.50453 2.53698 2.68959 0.0297 -0.0501 0.0767
C 2.90135 1.55507 3.58664 -0.0489 -0.0664 -0.1075
C 2.76834 0.22374 3.21975 0.0338 0.1607 0.0652
C 2.23594 -0.09239 1.99013 -0.0635 -0.2097 -0.0799
H 1.64935 2.87304 0.71796 -0.0095 -0.0427 -0.0425
H 2.60797 3.58612 2.92524 -0.0263 0.0064 -0.0290
H 3.30953 1.82149 4.55120 0.0149 0.0088 -0.0067
H 3.07346 -0.57259 3.88246 -0.0195 -0.0307 -0.0301
H 2.10167 -1.10295 1.63390 -0.0721 0.0353 -0.0927
N -2.71595 5.04003 1.83470 0.0396 0.0656 0.0312
C -2.40896 4.35269 0.71147 0.1278 -0.0679 -0.3496
C -1.51308 3.26855 0.73002 0.0357 0.1889 0.0478
N -1.26047 2.55422 -0.36200 -0.4111 0.3270 0.1650
C -1.82684 2.95687 -1.50978 0.0472 -0.0051 -0.2193
C -2.65882 4.06430 -1.52738 0.0793 -0.0101 0.0718
N -2.96894 4.74415 -0.43482 -0.0201 0.0329 0.1663
H -2.49880 4.66356 2.73944 -0.0385 0.0025 0.0097
H -3.44787 5.72629 1.76211 -0.0007 0.0052 0.0548
H -1.01962 2.98984 1.64883 -0.0715 -0.1704 0.0490
H -1.60617 2.39671 -2.40478 -0.0428 -0.0582 0.0192
H -3.10479 4.41008 -2.45137 0.0288 -0.0739 -0.0390
```
Forces are in eV/Å.


# 3
C31H44InN3OP2S5 | wB97M-V/def2-TZVPD

Calculated values
E_HOMO: -6.846 eV
Lowest unoccupied orbital energy: 0.22 eV
Total charge: 0

```
87
Properties=species:S:1:pos:R:3:forces:R:3
In 0.42129 -1.15770 0.16486 0.1880 -0.2710 0.0888
C 3.07233 -2.00970 3.55008 -0.0402 0.0760 0.0389
C 1.87648 -1.09785 3.82911 -0.0454 -0.0879 -0.2840
C 0.62255 -1.89749 4.18708 0.0743 0.0774 0.0309
P 1.52007 -0.05519 2.34192 0.0404 0.1073 0.1710
C 3.00375 1.03754 2.10241 -0.1508 -0.1058 -0.0176
C 2.65335 2.14968 1.11783 0.0639 -0.0680 0.0241
C 3.67046 1.58376 3.36193 0.0101 -0.0810 -0.0381
C 0.09515 0.93614 2.82345 0.0287 -0.0188 -0.0128
C 0.19979 1.91339 3.81692 -0.0791 0.0219 -0.0730
C -0.85638 2.74412 4.12711 0.0353 0.0890 0.0552
C -2.03395 2.61935 3.39515 -0.0031 -0.0135 0.0164
C -2.16719 1.64130 2.43708 -0.0168 -0.1821 -0.0719
C -1.13519 0.72076 2.15837 -0.0110 0.1806 0.1634
N -1.29847 -0.30323 1.23279 0.1877 -0.0909 -0.2532
C -2.54007 -0.88817 1.02567 -0.2114 -0.0335 0.0426
C -3.49122 -0.97665 2.06762 0.1237 0.0612 0.0297
C -4.73931 -1.52460 1.88236 0.0396 0.0017 -0.0517
C -5.10648 -2.05063 0.64686 -0.1157 -0.0563 -0.0006
C -4.17033 -2.06226 -0.36318 -0.0103 0.0566 0.0600
C -2.89622 -1.50487 -0.20232 0.0593 0.0652 -0.0294
P -1.63047 -1.75703 -1.46310 -0.0166 -0.2380 -0.1219
C -2.10829 -0.84319 -3.01386 0.1395 0.0681 0.2250
C -3.58977 -0.90179 -3.37313 0.0738 -0.0734 -0.0244
C -1.64889 0.60402 -2.86179 0.0186 -0.1112 -0.0283
C -1.60867 -3.59018 -1.86511 0.0077 0.1352 0.0363
C -2.09132 -4.43884 -0.68840 0.0231 0.0019 -0.0300
C -2.31549 -4.01756 -3.15044 0.0388 0.0713 0.0596
H 3.31756 -2.59336 4.43964 0.0027 0.0151 0.0063
H 3.95911 -1.44180 3.26098 0.0111 -0.0462 0.0162
H 2.82591 -2.70224 2.74550 0.0546 -0.0292 -0.0287
H 2.11195 -0.41103 4.64818 -0.0397 0.0273 -0.0113
H 0.31801 -2.52432 3.34733 -0.0251 -0.0473 0.0361
H -0.20505 -1.23879 4.45138 -0.0233 -0.0179 -0.0208
H 0.82637 -2.54879 5.03905 0.0095 -0.0148 -0.0114
H 3.70829 0.36385 1.60190 -0.0337 -0.0530 0.0093
H 1.98355 2.87832 1.57619 -0.0449 0.0052 -0.0309
H 2.15192 1.74747 0.23772 -0.0152 0.0678 -0.0630
H 3.56065 2.66277 0.79044 0.0095 -0.0033 0.0337
H 3.06448 2.35979 3.82822 0.0286 0.0105 0.0131
H 4.62774 2.03361 3.09031 0.0028 0.0176 0.0193
H 3.86834 0.80221 4.09648 0.0251 0.0578 0.0150
H 1.12775 2.00587 4.36569 -0.0062 0.0259 -0.0124
H -0.76364 3.48600 4.90956 0.0020 -0.0007 -0.0162
H -2.85854 3.29840 3.57689 -0.0061 -0.0164 -0.0034
H -3.08406 1.57240 1.86869 -0.0326 -0.0022 0.0107
H -3.21812 -0.61025 3.04681 0.0018 0.0663 0.0144
H -5.43208 -1.55693 2.71439 0.0087 -0.0031 0.0024
H -6.09015 -2.47513 0.49551 0.0191 -0.0043 -0.0113
H -4.42220 -2.52716 -1.30766 0.0048 0.0043 -0.0138
H -1.51885 -1.31438 -3.80603 0.0223 -0.0426 0.0424
H -4.19316 -0.44707 -2.58762 -0.0222 0.0126 -0.0050
H -3.93567 -1.92070 -3.53783 -0.0660 0.0405 0.0053
H -3.75587 -0.34023 -4.29508 -0.0011 0.0139 0.0046
H -2.16142 1.08687 -2.02946 0.0046 0.0408 -0.0126
H -1.86517 1.17118 -3.77014 -0.0192 -0.0010 0.0042
H -0.57821 0.65705 -2.66573 -0.0022 0.0700 0.0026
H -0.53669 -3.77484 -1.99906 -0.0039 -0.0064 0.0467
H -3.17717 -4.40705 -0.60072 0.0053 -0.0290 -0.0214
H -1.66340 -4.11006 0.25487 -0.0066 -0.0330 0.0322
H -1.78952 -5.47573 -0.84873 0.0118 -0.0005 0.0063
H -3.39989 -3.96184 -3.04255 0.0026 -0.0096 -0.0379
H -2.05936 -5.05773 -3.36008 -0.0128 -0.0065 -0.0105
H -2.01261 -3.42094 -4.01059 -0.0491 -0.0493 -0.0319
O 4.40312 -5.95648 -2.65041 -0.0327 0.0200 0.0095
C 3.75744 -5.10404 -2.10263 0.0203 0.0190 -0.0068
S 2.62027 -5.41052 -0.78489 -0.0585 0.0039 0.0414
C 2.12857 -3.74268 -0.51635 0.2364 -0.0097 -0.2779
C 2.68075 -2.81090 -1.31556 0.0287 -0.3145 -0.0309
S 2.43626 -1.07584 -1.31744 -0.2692 0.3918 0.0840
S 3.82235 -3.38783 -2.52420 -0.0085 0.0743 -0.0236
S 0.98023 -3.52130 0.77711 -0.2453 0.1405 0.1786
S -0.54889 2.73405 -0.40936 -0.0519 -0.1280 0.1152
C -0.01526 4.19047 -1.03151 0.0092 -0.0502 0.0412
N -0.51055 5.35607 -0.57006 0.0652 0.0982 -0.1370
C -0.05836 6.66885 -0.99702 0.0430 0.0155 -0.1010
C 0.40293 6.58683 -2.44373 0.0557 -0.0774 0.0919
C 1.44295 5.48428 -2.56674 -0.0446 0.0683 -0.0002
N 0.90972 4.25093 -2.00851 0.0649 0.2255 -0.0219
H -1.18340 5.26483 0.17066 0.0033 -0.0333 0.0305
H 0.76486 7.01921 -0.36442 -0.0291 0.0163 0.0116
H -0.88336 7.37314 -0.89676 -0.0065 -0.0115 0.0376
H 0.83425 7.53641 -2.75786 -0.0288 0.0126 -0.0114
H -0.45065 6.35901 -3.08440 0.0026 0.0246 -0.0232
H 2.36049 5.77884 -2.04589 0.0054 -0.0125 -0.0226
H 1.69054 5.31272 -3.61394 0.0346 -0.0338 0.0143
H 1.30351 3.37013 -2.28850 -0.0631 -0.0809 0.0175
```
Forces are in eV/Å.